Here is a cluster of 9 separate species, C46H104F12N5O18 in total from OMol25. Energies are from ωB97M-V/def2-TZVPD.

As for the HOMO-LUMO gap: 3.6397 eV. The value obtained for the total energy is -4640.656980 hartree. Its HOMO energy is -6.6370 eV. As for the relative energy (zero: lowest compared OMol25 entry of this formula, charge and spin): 0.00 kJ/mol. The total charge is +1.

Last column: Löwdin charge in e.
Cartesian coordinates (Å):
C  10.28912  3.42773  -2.26306  -0.602
O  9.77619  2.08476  -2.07736  -0.089
O  11.41087  3.38476  -2.90131  -0.171
C  9.21168  4.36544  -2.80940  -0.433
F  8.37555  3.74701  -3.68734  0.119
F  8.36602  4.76578  -1.74280  0.053
F  9.66590  5.53424  -3.35559  0.069
C  8.66732  1.89170  -1.18309  -0.270
C  8.87444  0.50322  -0.56192  -0.087
H  9.82201  0.53527  -0.01039  0.064
H  8.08668  0.23962  0.15849  0.068
H  8.94266  -0.31887  -1.27254  0.066
H  7.74536  1.84019  -1.79622  0.115
H  8.53730  2.62614  -0.38202  0.090
H  10.58504  3.79879  -1.24845  0.062
C  9.78472  11.25483  4.43172  -0.480
O  9.32535  11.57546  3.07828  -0.055
O  10.85310  10.52091  4.34732  -0.150
C  9.84290  12.51197  5.31429  -0.506
F  11.07719  13.15769  5.30178  0.049
F  8.90361  13.37759  4.97968  0.169
F  9.65939  12.13512  6.61104  0.121
C  9.73625  12.75612  2.54677  -0.369
C  9.96121  12.70945  1.06100  -0.081
H  10.08206  13.73494  0.70101  0.077
H  10.84744  12.18424  0.69257  0.061
H  9.09392  12.24488  0.58678  0.074
H  10.64892  13.27335  2.90943  0.112
H  9.06225  13.60301  2.74150  0.115
H  8.88838  10.72957  4.80654  0.154
C  16.88736  11.94885  7.22332  -0.534
O  17.43283  11.75346  8.61638  -0.131
O  17.20628  13.08177  6.66011  -0.162
C  16.90243  10.61906  6.48078  -0.503
F  16.16581  10.72360  5.32478  0.089
F  18.16718  10.23504  6.13860  0.104
F  16.28601  9.67342  7.22868  0.109
C  18.85183  11.73897  8.74817  -0.300
C  19.11712  11.64065  10.23530  -0.086
H  19.09779  12.63440  10.67060  0.072
H  18.44648  10.94523  10.72096  0.071
H  20.14803  11.26228  10.28563  0.051
H  19.33584  12.59892  8.28784  0.115
H  19.18452  10.80315  8.26674  0.094
H  15.83597  12.08721  7.62765  0.124
C  8.07876  5.05896  3.44197  -0.519
O  9.10876  5.05235  4.49264  -0.103
O  8.21110  6.09795  2.67098  -0.154
C  7.92834  3.79135  2.62391  -0.365
F  9.09134  3.50914  1.92590  0.083
F  7.55252  2.63484  3.39795  0.037
F  6.87370  4.02013  1.69674  0.077
C  9.36205  3.85215  5.14304  -0.315
C  10.45507  4.09831  6.16861  -0.083
H  11.44139  4.35828  5.77661  0.049
H  10.15755  4.99574  6.72878  0.082
H  10.44975  3.32000  6.93341  0.072
H  9.48998  2.93323  4.57019  0.109
H  8.49707  3.60792  5.78671  0.124
H  7.14944  5.35279  3.96654  0.154
C  7.40898  11.11963  -9.63836  -0.096
O  7.66484  10.49926  -8.41136  -0.183
C  6.52750  9.96551  -7.79335  -0.224
C  7.04255  9.46219  -6.46000  -0.098
N  5.89393  8.88905  -5.69966  0.051
H  5.30113  9.69221  -5.43627  0.188
H  5.28432  8.31603  -6.29515  0.187
C  6.24057  8.10287  -4.44605  -0.066
C  7.35260  8.66176  -3.59736  -0.246
O  7.70871  7.53697  -2.90134  -0.158
C  8.86568  7.64375  -2.12053  -0.086
H  6.67839  11.92676  -9.50206  0.096
H  7.11074  10.35992  -10.36718  0.097
H  8.26208  11.64747  -10.06273  0.096
H  6.26138  9.15076  -8.48312  0.143
H  5.71964  10.69614  -7.63475  0.138
H  7.52436  10.22329  -5.86894  0.137
H  7.71234  8.64098  -6.70864  0.156
H  6.56822  7.17232  -4.91735  0.148
H  5.36547  7.79906  -3.87830  0.149
H  6.98619  9.40502  -2.87122  0.143
H  8.10193  9.20049  -4.18358  0.117
H  8.50312  7.50978  -1.10328  0.100
H  9.36060  8.61194  -2.20739  0.096
H  9.59131  6.87155  -2.35834  0.065
C  14.49869  10.06336  1.66036  -0.090
O  14.53244  10.92918  2.77280  -0.171
C  13.59098  11.94632  2.70245  -0.231
C  13.54192  12.66563  4.02068  -0.090
N  13.41063  11.69258  5.11580  0.040
H  12.51187  11.14312  5.06422  0.125
H  14.13396  10.96461  5.08694  0.136
C  13.28323  12.36600  6.43551  -0.100
C  12.79321  11.33805  7.42064  -0.214
O  13.51854  10.15883  7.39896  -0.178
C  12.74761  9.01456  7.69675  -0.082
H  13.58560  9.45434  1.61684  0.067
H  15.38474  9.43018  1.65236  0.087
H  14.55501  10.64342  0.72199  0.098
H  12.59269  11.54212  2.45363  0.116
H  13.74054  12.68911  1.89940  0.140
H  12.77877  13.42156  4.10652  0.120
H  14.55634  13.02959  4.21667  0.152
H  12.59708  13.18884  6.29465  0.119
H  14.30852  12.71375  6.60702  0.122
H  11.76568  11.23153  7.01610  0.111
H  12.69353  11.79152  8.41176  0.146
H  13.31109  8.08982  7.75412  0.086
H  11.80786  8.93759  7.14222  0.094
H  12.42083  9.14804  8.74703  0.096
C  22.58045  8.48547  9.92945  -0.057
O  22.54642  7.66550  8.76886  -0.187
C  23.74007  6.99112  8.54033  -0.234
C  23.47739  6.01698  7.42986  -0.074
N  22.91214  6.83205  6.29868  0.052
H  22.30498  7.64981  6.50592  0.180
H  23.69398  7.24687  5.77627  0.185
C  22.12309  6.03193  5.26889  -0.076
C  20.76943  5.70465  5.77416  -0.240
O  20.16496  6.89250  6.16625  -0.172
C  18.74895  6.88543  6.19669  -0.063
H  23.31419  9.29274  9.81769  0.102
H  22.75126  7.88541  10.82364  0.098
H  21.62964  9.00664  10.01400  0.089
H  24.08319  6.45040  9.43485  0.143
H  24.57125  7.66524  8.27827  0.143
H  22.73499  5.23936  7.55803  0.128
H  24.41134  5.60198  7.05828  0.144
H  22.76099  5.16557  5.10497  0.141
H  22.05130  6.68446  4.40289  0.147
H  20.76996  5.00294  6.61955  0.112
H  20.16461  5.29461  4.95443  0.138
H  18.42744  6.32239  7.08295  0.102
H  18.22700  6.33025  5.39685  0.088
H  18.43331  7.91950  6.14401  0.079
C  11.41642  4.16235  0.47412  -0.092
O  11.64556  5.36642  1.17121  -0.217
C  10.93593  6.50070  0.72222  -0.170
C  11.02458  7.57494  1.77826  -0.091
N  10.94470  7.09219  3.16641  0.067
H  10.72131  7.94642  3.72989  0.174
H  10.10882  6.46884  3.29884  0.132
C  12.15292  6.45463  3.77098  -0.100
C  13.33845  7.34989  3.92144  -0.170
O  14.09104  6.87562  5.06793  -0.192
C  15.17217  7.70593  5.37518  -0.124
H  11.86370  3.32437  1.00868  0.085
H  11.79897  4.14597  -0.55666  0.088
H  10.33652  3.97808  0.43723  0.072
H  9.91233  6.26277  0.41455  0.119
H  11.47900  6.77095  -0.20517  0.141
H  10.22920  8.30151  1.65263  0.141
H  11.89060  8.24394  1.78982  0.104
H  12.28520  5.48436  3.32249  0.121
H  11.73812  6.37073  4.78219  0.128
H  13.01193  8.35256  4.25183  0.137
H  14.00493  7.34047  3.04763  0.114
H  15.79966  7.77675  4.46094  0.096
H  15.82300  7.20701  6.09145  0.083
H  14.94064  8.71977  5.68913  0.056
C  15.15411  4.86908  1.58650  -0.070
O  15.20547  4.05200  2.72267  -0.178
C  14.71676  2.80866  2.39149  -0.255
C  14.76516  1.85467  3.54435  -0.107
N  16.14361  1.47096  3.91441  0.081
H  16.04288  0.78633  4.66977  0.179
H  16.61326  1.14218  3.07058  0.188
C  17.00524  2.64494  4.40209  -0.052
C  18.07046  2.16568  5.40135  -0.191
O  18.10841  3.10315  6.47781  -0.174
C  19.10855  2.74212  7.41698  -0.116
H  14.10007  5.07245  1.35594  0.088
H  15.53625  4.27600  0.74877  0.099
H  15.65680  5.82640  1.63226  0.094
H  15.15482  2.37586  1.47074  0.146
H  13.65130  2.84668  2.10135  0.130
H  14.19039  0.95542  3.31410  0.150
H  14.13840  2.28627  4.33170  0.157
H  16.35606  3.43301  4.76065  0.138
H  17.49040  2.98072  3.48741  0.134
H  19.03391  1.94711  4.92235  0.134
H  17.75863  1.21080  5.87549  0.129
H  19.14005  1.71215  7.78824  0.098
H  19.18155  3.44389  8.24952  0.096
H  20.13354  2.89405  7.00551  0.077

Cartesian forces, eV/Å:
2.347 0.002 1.718
-1.201 0.170 0.600
0.594 0.346 -1.525
-1.719 -0.470 0.620
0.512 0.962 0.032
0.750 -0.053 -1.173
-0.147 -2.148 -0.638
-0.085 -1.455 -1.034
0.142 0.273 0.730
-0.077 -0.126 -0.019
0.057 0.214 -0.152
-0.011 0.252 -0.313
0.140 0.385 0.378
0.284 0.177 -0.307
-2.374 -0.216 -1.180
-0.859 -1.029 -1.242
-0.305 -0.110 0.654
1.852 -0.348 1.075
0.663 -0.636 0.301
-1.990 -0.112 -0.344
-0.098 0.590 0.642
0.018 0.505 -0.489
1.074 2.715 -0.991
-0.329 -0.143 -0.864
-0.242 -0.010 -0.076
0.017 -0.278 0.475
-0.010 0.139 -0.202
0.298 -1.113 0.656
-0.682 -0.405 -0.199
-0.052 0.013 0.299
-2.051 3.530 2.219
0.784 -0.352 -0.755
1.012 -1.512 -0.890
-0.006 1.262 0.424
0.646 -0.417 0.278
-0.809 -0.653 -0.141
0.988 -0.327 -0.580
-1.462 -1.059 -0.042
1.276 0.239 -0.756
-0.211 -0.038 0.364
-0.189 -0.017 0.094
-0.028 0.068 0.562
-0.058 0.108 -0.118
0.463 0.254 -0.038
0.018 -1.195 -0.505
-1.915 2.620 0.987
0.786 -0.576 -1.488
2.339 0.704 -1.254
-1.260 -1.164 -0.736
-2.069 -0.252 1.121
0.735 1.939 -1.970
2.407 -1.146 1.847
-0.540 -0.473 2.233
-0.250 0.790 0.439
0.068 -0.549 -0.101
-0.030 -0.041 -0.124
0.461 -0.255 -0.279
0.461 0.378 -0.631
-0.168 -0.054 -0.277
-0.427 -1.821 0.677
-0.488 0.525 -0.666
0.876 0.760 0.836
0.865 0.171 -0.642
-0.391 -1.306 -0.994
-1.203 1.291 1.143
0.135 -0.309 -0.067
0.401 0.016 0.052
0.182 -1.099 -1.610
-1.042 0.738 0.621
0.435 -0.615 -1.008
0.571 0.414 1.612
-0.377 -0.358 -0.216
-0.368 0.235 -0.112
0.491 -0.433 0.518
-0.934 -0.171 0.611
-0.002 -0.009 -0.366
0.059 0.211 0.006
0.311 0.062 0.492
0.487 -0.096 0.522
-0.298 0.594 -0.060
-0.235 0.245 -0.231
0.526 -0.599 -0.039
0.420 0.088 0.347
-0.197 0.275 -0.089
-0.424 0.706 0.306
0.077 0.487 -0.765
0.660 -0.574 -0.051
-1.985 0.561 -0.772
1.926 -0.845 0.086
-2.271 -1.135 0.447
-0.222 0.203 -1.079
0.231 0.647 0.164
2.950 -0.172 0.006
-1.859 1.193 -0.407
0.690 -0.638 -1.051
-0.969 0.598 2.214
0.110 0.105 0.186
-0.058 -0.063 0.394
-0.134 -0.073 0.205
0.102 -0.192 0.355
0.627 -0.169 0.106
0.031 0.074 -0.198
-0.194 0.748 -0.201
0.388 -0.130 0.610
-0.264 0.297 0.481
0.085 -0.824 0.677
0.203 -0.170 0.122
0.442 0.142 -0.776
0.323 -0.045 -0.555
-0.153 -0.160 -0.152
-0.186 0.717 -0.035
-0.237 0.152 0.005
0.223 -0.482 0.939
-0.216 0.870 -0.885
-0.113 0.700 -1.950
0.149 -0.615 1.049
-0.150 -0.094 0.255
1.363 0.271 0.386
-1.337 -0.228 0.286
0.386 0.659 -0.498
-0.649 -0.735 0.388
0.257 -0.324 0.122
0.141 0.045 0.018
-0.192 -0.313 -0.074
-0.092 -0.033 -0.069
-0.152 0.062 -0.150
0.080 -0.088 0.817
-0.041 -0.230 0.006
-0.299 -0.175 -0.485
0.047 -0.179 -0.191
0.111 -0.187 -0.193
0.343 -0.450 0.009
-0.128 0.636 0.253
0.792 0.189 -0.421
-0.166 0.035 0.438
-0.627 -0.020 -0.095
0.572 -0.264 1.123
0.975 -0.609 -1.320
-0.027 1.059 -0.102
-0.414 0.802 0.363
0.147 -0.517 -0.305
-0.342 -0.083 -0.384
-1.787 0.217 1.409
1.016 0.313 1.220
-0.947 -0.608 -0.401
1.162 -0.220 -1.380
0.140 0.124 0.279
0.642 0.415 0.463
0.537 0.062 0.047
-0.072 -0.088 0.584
-0.438 0.712 0.192
-0.510 -0.176 -0.040
0.371 -0.568 -0.524
0.274 -0.064 -0.135
0.609 -0.704 0.124
-0.042 0.069 -0.914
-0.171 0.397 0.063
-0.030 0.330 0.192
-0.379 0.027 0.413
-0.422 -0.135 0.178
-1.164 -0.009 -1.569
0.932 0.242 0.966
-1.315 -0.991 -0.916
-1.641 0.262 -0.544
-0.065 1.173 1.099
0.583 -0.263 -0.439
-0.209 -0.776 0.304
0.736 -0.656 -0.489
-1.089 -0.339 1.134
0.686 -0.502 -0.271
2.012 0.672 -0.044
0.026 0.110 -0.080
0.217 0.395 -0.220
0.425 -0.112 0.700
0.488 0.143 0.257
0.065 0.219 0.158
0.418 -0.177 -0.391
1.011 0.114 0.645
-0.015 -0.044 0.313
-0.142 0.377 0.126
0.045 0.499 0.139
0.021 0.050 -0.416
-0.800 0.027 -0.130
-1.013 -0.081 0.053
-0.464 -0.292 -0.457